[1]
The following is a quantum chemistry calculation of 2 unconnected molecules or ions with the total composition C3H7N2O2, from the OMol25 dataset.

```
14
Properties=species:S:1:pos:R:3:forces:R:3:lowdin_charge:R:1
O 1.036 -1.241 -0.892 1.67 0.83 1.46 0.0094
O 2.114 0.003 0.707 -0.11 1.95 -0.13 -0.0003
N -1.362 -0.050 -0.495 1.34 0.32 -1.84 0.0580
N 1.269 1.194 0.423 -0.15 -2.14 -1.24 0.1253
C 1.910 -1.033 -0.027 -1.55 -1.67 -2.52 -0.2809
C -0.629 -0.074 -1.369 -0.78 0.30 0.79 0.1936
C -2.237 -0.129 0.544 -2.63 0.43 2.26 -0.0410
H -2.856 0.811 0.617 0.27 -1.00 -0.70 0.1294
H 1.607 1.646 -0.460 0.30 -0.24 1.68 0.1346
H -1.768 -0.081 1.563 0.01 -0.97 -1.08 0.1253
H -2.887 -1.027 0.284 0.65 1.11 1.06 0.1492
H -0.229 0.151 -2.321 0.41 -0.14 -0.53 0.1404
H 1.369 1.636 1.307 0.40 1.24 0.26 0.0932
H 2.662 -1.805 0.119 0.17 -0.02 0.52 0.1641
```
Positions in Å, forces in eV/Å.

The value obtained for the LUMO energy is -3.46 eV. The HOMO energy comes out at -14.910 eV. As for the charge: +1. The total energy comes out at -10288.985 eV. As for the gap between HOMO and LUMO: 11.45 eV.


[2]
The following is a quantum chemistry calculation of 5 unconnected molecules or ions with the total composition C31H52Cl2N3O11, from the OMol25 dataset.

```
99
Properties=species:S:1:pos:R:3:forces:R:3:lowdin_charge:R:1
Cl -0.842 -0.618 4.720 0.99 -0.81 -1.29 0.6090
Cl -3.321 -2.240 4.499 1.04 -0.96 -0.80 0.5835
O -6.138 -7.391 2.568 0.48 0.03 0.20 0.0402
O -4.822 -0.928 1.902 -1.14 2.22 0.06 -0.0910
O 4.907 3.344 -4.459 -0.61 -0.34 -0.08 0.0973
O 7.259 -2.642 -2.159 -0.72 0.37 -0.13 0.1094
O 2.650 2.385 -0.560 -0.45 -1.14 1.24 -0.2181
O 5.659 -1.523 -3.302 0.23 -0.24 0.42 -0.0073
O 2.701 3.317 -4.965 0.49 -0.16 0.17 0.0219
O -6.148 0.554 0.625 1.52 -2.15 2.53 0.0786
O -3.939 -7.343 3.098 -0.55 -0.02 -0.12 0.1114
O -0.775 5.241 -1.365 0.21 0.13 -0.25 0.0237
O -0.156 6.710 -2.972 -0.54 -0.43 0.69 0.1087
N 1.384 -3.366 1.823 -0.05 2.26 0.50 0.0743
N 0.966 -1.975 0.039 -1.13 0.01 1.32 0.0812
N -0.381 -1.591 2.153 1.78 -0.65 -0.83 -0.0060
C -1.501 5.323 -0.133 -0.22 -0.25 0.32 -0.1665
C 5.641 -0.620 -4.417 -0.42 0.37 -0.47 -0.1579
C -5.309 -5.398 3.497 -0.46 0.13 0.37 -0.1032
C -6.820 -5.404 3.601 -0.26 0.45 0.31 -0.1551
C 3.701 0.083 -0.792 -0.50 -0.37 0.81 -0.1314
C -5.015 -6.807 3.060 0.74 -0.29 -0.21 -0.4777
C 3.389 -1.499 -0.980 -0.75 1.09 0.10 -0.1075
C 1.636 4.278 -4.948 -0.52 0.16 -0.07 -0.1494
C -1.253 7.512 -0.977 0.14 0.01 0.54 -0.0725
C -1.809 -3.053 3.789 0.23 -1.12 0.13 -0.6128
C 3.835 3.892 -4.484 0.82 -0.02 -0.12 -0.4820
C 2.356 0.958 -0.704 -0.03 0.19 -0.29 -0.2127
C 3.556 5.303 -4.040 -0.42 -0.01 0.27 -0.0714
C -1.338 6.753 0.332 -0.10 0.32 0.53 -0.1611
C -7.266 -0.464 2.529 0.75 -1.52 -0.50 0.0117
C -3.648 -0.083 1.889 1.44 0.01 -0.78 -0.2014
C 2.390 2.804 0.798 0.54 0.93 0.50 -0.1247
C -6.000 -0.211 1.585 -2.26 1.44 -1.02 -0.4229
C -0.576 -2.041 3.558 -1.00 -0.09 1.92 -0.5436
C -0.649 6.487 -1.899 0.02 0.54 -0.87 -0.4589
C 0.543 -2.238 1.450 2.41 -1.90 -1.10 -0.1980
C 2.459 -1.913 0.242 0.53 -0.53 0.89 -0.2940
C -7.211 -6.440 2.571 -0.52 0.04 -0.14 -0.1549
C 7.895 -1.080 -3.891 -0.12 0.48 -0.05 -0.0755
C 7.005 0.022 -4.429 0.35 0.53 -0.23 -0.1577
C 2.660 -3.314 0.985 1.39 1.89 0.68 -0.0882
C 6.948 -1.839 -2.999 0.62 -0.72 0.29 -0.4788
C 2.045 5.307 -3.921 0.10 0.45 0.14 -0.1756
C -1.093 -0.446 1.500 -1.39 1.62 -1.22 -0.1210
C -2.206 -3.949 2.531 -0.77 -0.67 0.91 -0.1062
C -2.556 -0.796 0.947 -0.05 1.18 -0.13 -0.1011
H -0.510 -0.020 0.609 -0.31 -1.22 1.55 0.1255
H 4.845 0.115 -4.281 -0.03 -0.19 0.08 0.1198
H 1.596 6.282 -4.088 0.08 -0.23 -0.05 0.0991
H 8.247 -1.743 -4.684 0.07 -0.05 0.14 0.1371
H 1.755 4.970 -2.922 -0.02 0.04 -0.12 0.1108
H 0.347 -2.565 3.989 -1.27 0.92 -1.13 0.1223
H -2.240 7.791 -1.352 0.11 0.07 -0.09 0.1385
H -7.445 -1.598 2.506 0.21 1.51 0.15 0.0842
H -8.145 -6.941 2.829 0.19 -0.15 -0.13 0.1308
H 2.955 -4.240 0.407 -0.91 1.13 0.49 0.1448
H 2.557 -1.125 1.077 0.27 -1.05 -1.19 0.1458
H 3.906 5.994 -4.811 0.13 -0.05 0.07 0.1359
H 7.301 0.382 -5.415 -0.12 0.00 0.08 0.1251
H 4.036 5.516 -3.086 0.27 -0.01 -0.26 0.1284
H -1.089 4.611 0.584 0.04 -0.07 -0.24 0.1144
H 1.708 0.837 -1.627 0.88 0.08 0.93 0.1364
H 1.705 0.690 0.196 0.89 -0.09 -1.16 0.0841
H 1.281 2.955 1.024 1.20 -0.44 -0.43 0.0850
H -2.472 -4.989 2.945 0.40 1.48 -0.67 0.0904
H 8.734 -0.680 -3.323 0.05 -0.36 -0.04 0.1312
H 1.536 4.706 -5.949 0.04 -0.05 0.04 0.1311
H -2.749 -1.896 0.764 0.27 1.32 0.56 0.1083
H 3.473 -3.070 1.745 -0.69 -0.95 -1.04 0.1385
H 1.808 -3.358 2.762 -1.40 -0.24 -0.05 0.1258
H -2.146 7.089 0.983 0.05 -0.10 -0.04 0.1210
H -3.175 -3.548 2.092 1.53 -0.39 0.21 0.0595
H -4.957 -4.706 2.729 0.04 -0.03 0.08 0.1066
H 2.798 -1.606 -1.943 0.81 -0.19 1.04 0.1263
H -1.222 0.450 2.205 0.55 -1.71 -0.56 0.1173
H -0.397 6.859 0.880 -0.10 -0.03 -0.02 0.1220
H -1.477 -3.779 4.613 -0.40 1.36 -1.10 0.1182
H -8.182 0.025 2.077 1.40 -0.37 0.66 0.0964
H 5.442 -1.194 -5.327 0.01 -0.02 0.08 0.1313
H 0.700 3.784 -4.681 0.17 -0.14 -0.12 0.1269
H 4.190 0.172 0.241 -0.29 0.09 -1.52 0.1213
H -1.381 -4.120 1.775 -0.97 0.48 0.87 0.0807
H -7.079 -0.199 3.616 -0.15 -0.11 -1.44 0.0923
H -0.612 8.389 -0.892 -0.17 0.01 -0.33 0.1328
H 7.019 0.873 -3.741 -0.05 -0.03 -0.13 0.1226
H -3.828 0.954 1.449 -0.22 -1.49 0.50 0.1388
H -7.303 -6.015 1.568 0.03 -0.05 0.04 0.1298
H 2.889 3.818 0.968 -0.63 -1.39 -0.44 0.1040
H -2.659 -0.285 -0.077 0.26 -0.89 1.42 0.1342
H 0.826 -2.926 -0.354 -0.34 0.83 -0.42 0.1406
H -4.841 -5.179 4.457 0.26 0.03 -0.24 0.1222
H -7.118 -5.742 4.598 0.00 0.04 -0.11 0.1261
H 4.362 -2.103 -1.036 -1.55 0.84 0.16 0.1251
H 2.850 2.094 1.564 -0.62 0.73 -0.96 0.0945
H -7.277 -4.429 3.427 -0.03 -0.11 -0.03 0.1117
H -3.228 0.100 2.941 -0.85 -0.71 -1.30 0.0901
H -2.547 5.065 -0.326 0.05 0.01 -0.02 0.1292
H 4.398 0.477 -1.602 -1.02 -0.51 1.10 0.1204
```
Positions in Å, forces in eV/Å.

The value obtained for the LUMO energy is -3.58 eV. The HOMO energy comes out at -11.469 eV. As for the charge: +1. The total energy comes out at -85018.462 eV. As for the gap between HOMO and LUMO: 7.89 eV.


[3]
The following is a quantum chemistry calculation of a single C4H7N3O molecule, from the OMol25 dataset.

```
15
Properties=species:S:1:pos:R:3:forces:R:3:lowdin_charge:R:1
O 0.043 -1.313 -0.249 -1.29 0.22 0.40 -0.0878
N -1.273 1.965 -0.194 0.37 -0.34 0.65 0.1395
N -1.371 -1.544 0.040 2.36 0.72 -0.03 0.1279
N 0.288 0.111 -0.166 -0.54 -1.28 -0.58 -0.0686
C 2.630 -0.053 -0.231 0.37 1.15 -0.96 -0.0828
C -1.859 -0.389 0.198 -0.99 0.33 -0.94 -0.0732
C 1.473 0.333 0.635 -0.65 -0.29 0.08 -0.1965
C -0.928 0.741 -0.089 -0.70 -0.06 0.89 -0.4091
H -2.921 -0.321 0.401 0.11 0.28 0.04 0.1209
H 2.491 -1.001 -0.731 0.02 -0.44 0.43 0.0775
H 2.758 0.649 -1.057 -0.26 0.22 -0.02 0.0818
H -0.462 2.588 -0.242 -0.13 -0.17 -0.38 0.0495
H 1.436 -0.324 1.519 -0.15 0.26 -0.08 0.1302
H 1.408 1.377 0.965 0.43 -0.15 -0.15 0.1288
H 3.541 0.025 0.302 1.04 -0.45 0.65 0.0619
```
Positions in Å, forces in eV/Å.

The value obtained for the LUMO energy is 0.48 eV. The HOMO energy comes out at -9.137 eV. The total energy comes out at -10775.669 eV. As for the gap between HOMO and LUMO: 9.62 eV. As for the SMILES: [H]/N=c1/cnon1CC.


[4]
The following is a quantum chemistry calculation of 2 unconnected molecules or ions with the total composition H5N2PS, from the OMol25 dataset.

```
9
Properties=species:S:1:pos:R:3:forces:R:3:lowdin_charge:R:1
S -0.106 0.527 3.496 0.37 0.24 0.38 -0.0662
P 0.680 -0.783 2.316 -0.09 0.63 0.18 0.2391
N -0.028 0.088 -1.240 -0.61 -0.40 -0.13 -0.0840
N 0.749 0.553 -0.088 0.79 2.43 -0.88 -0.1682
H 0.652 1.618 -0.147 -0.90 -1.58 0.74 0.1068
H -0.135 -0.927 -1.169 0.58 0.22 0.17 0.0564
H -1.004 0.366 -1.094 0.45 0.37 0.14 0.0653
H -0.563 -1.222 1.851 -0.25 -0.60 -0.74 -0.2246
H 1.719 0.673 -0.446 -0.34 -1.31 0.14 0.0752
```
Positions in Å, forces in eV/Å.

The value obtained for the LUMO energy is -0.56 eV. The HOMO energy comes out at -8.203 eV. The total energy comes out at -23183.212 eV. As for the gap between HOMO and LUMO: 7.64 eV. As for the SMILES: P=S.NN.


Among the records above, which one has the highest total energy?
C3H7N2O2